Density functional theory data (wB97M-V/def2-TZVPD) for the molecule C7H8O3.

Bonds (Å) are listed after each position.
CARTESIAN COORDINATES (ANGSTROEM)
1 C 0.42 0.52 -1.59  C3 1.434, C4 1.308
2 C 2.25 -0.40 -0.63  C3 1.391, C7 1.326
3 C 1.85 0.54 -1.58  C1 1.434, C2 1.391, O8 1.174
4 C -0.58 1.09 -0.97  C1 1.308, C5 1.502, O9 1.422
5 C -1.94 1.42 -1.53  C4 1.502, H11 1.012, H12 1.047, H13 1.034
6 C 0.88 -1.18 1.23  C7 1.504, H14 1.088, H15 1.042, H16 1.030
7 C 2.08 -1.30 0.33  C2 1.326, C6 1.504, O10 1.393
8 O 2.48 1.36 -2.15  C3 1.174
9 O -0.57 1.68 0.32  C4 1.422, H17 0.965
10 O 3.12 -2.17 0.65  C7 1.393, H18 0.955
11 H -2.25 0.78 -2.25  C5 1.012
12 H -1.91 2.40 -1.90  C5 1.047
13 H -2.57 1.56 -0.72  C5 1.034
14 H 0.90 -2.09 1.82  C6 1.088
15 H 0.08 -1.11 0.57  C6 1.042
16 H 0.88 -0.43 1.93  C6 1.030
17 H 0.35 1.59 0.60  O9 0.965
18 H 3.86 -2.01 0.07  O10 0.955

Output
Gap between HOMO and LUMO (spin up / spin down)   8.15 / 7.59 eV
Multiplicity   1
HOMO (spin up / spin down)   -9.17 / -8.81 eV
Lowest unoccupied orbital energy (spin up / spin down)   -1.021 / -1.216 eV